Here is a cluster of 2 separate species, C12H15O7PS in total from the Open Molecules 2025 dataset. Energies are from ωB97M-V/def2-TZVPD.

Cartesian coordinates (Å):
C  1.82  0.57  -2.39
C  0.82  -0.38  -1.48
C  -0.43  0.63  -1.01
O  -1.36  -0.19  -0.22
C  -2.78  0.21  -0.47
C  -3.36  -0.34  -1.90
O  -3.88  -1.71  -1.66
C  -2.70  -2.58  -1.93
O  -2.18  -3.31  -0.91
P  -4.60  0.82  -2.77
S  -4.31  2.73  -2.40
H  1.96  1.59  -1.79
H  1.20  0.84  -3.37
H  2.85  0.06  -2.64
H  1.40  -0.77  -0.53
H  0.35  -1.24  -2.12
H  0.02  1.53  -0.41
H  -0.89  1.04  -2.03
H  -2.80  1.38  -0.34
H  -3.38  -0.22  0.46
H  -2.44  -0.46  -2.62
H  -2.17  -2.66  -2.97
H  -4.42  0.61  -4.21
H  -5.99  0.56  -2.38
C  1.95  -0.38  2.93
C  1.74  0.05  4.18
C  2.98  0.62  4.85
O  3.00  1.14  5.97
C  4.27  0.56  4.10
C  4.48  0.13  2.85
C  3.22  -0.35  2.15
O  3.17  -0.72  0.97
O  5.58  0.08  2.21
O  0.66  0.02  4.85
H  1.12  -0.80  2.37
H  5.11  0.93  4.68

As for the multiplicity: 1. As for the charge: -2. The energy comes out at -47137.5249 eV. For the gap between HOMO and LUMO, the calculation gives 2.924 eV.

---

Here is a structure of composition C2H4LiO2Sm from the Open Molecules 2025 dataset. Energies are from ωB97M-V/def2-TZVPD.

Cartesian coordinates (Å):
O  3.78  0.02  1.29
C  -1.62  0.64  -0.19
C  -1.54  -0.69  -0.81
O  -0.69  -0.35  0.32
Li  5.27  0.76  0.97
Sm  1.67  -0.48  0.92
H  -1.14  1.49  -0.67
H  -2.43  0.85  0.50
H  -1.00  -0.80  -1.75
H  -2.29  -1.44  -0.57

As for the multiplicity: 7. As for the charge: +1. The energy comes out at -24335.2363 eV. The expectation value of S² is 12.01. For the gap between HOMO and LUMO (alpha / beta), the calculation gives 6.444 / 7.529 eV. For the energy above the lowest of the compared OMol25 structures with the same formula, charge and spin, the calculation gives 31.4 kcal per mole.

---

Here is a structure of composition C4H7ClS from the Open Molecules 2025 dataset. Energies are from ωB97M-V/def2-TZVPD.

Cartesian coordinates (Å):
C  1.74  1.42  -0.08
C  0.21  -0.79  0.42
C  -1.13  -0.38  0.11
C  -2.04  -1.22  -0.28
H  1.20  1.77  -1.22
H  2.82  2.02  -0.19
H  1.24  2.20  0.99
H  0.32  -0.59  1.46
H  0.05  -1.89  0.44
H  -1.86  -2.41  -0.33
H  -2.85  -1.10  -1.05
S  1.85  -0.43  -0.23
Cl  -1.55  1.40  -0.05

As for the multiplicity: 1. As for the charge: 0. The energy comes out at -27614.8479 eV. For the gap between HOMO and LUMO, the calculation gives 9.440 eV. For the energy above the lowest of the compared OMol25 structures with the same formula, charge and spin, the calculation gives 89.1 kcal per mole.

---

| no. | F_max (eV/Å) |
| --- | --- |
| 1 | 9.59 |
| 2 | 3.28 |
| 3 | 5.57 |